A cluster of 2 separate species, C4H7N2 in total. Source: the OMol25 dataset; level of theory: ωB97M-V/def2-TZVPD.

Values from the calculation:
2S+1 = 1
F_max = 1.257 eV Å⁻¹
charge = +1
highest occupied orbital energy (alpha / beta) = -14.31 / -14.54 eV

```
13
Properties=species:S:1:pos:R:3:forces:R:3
C 0.7411 -1.1548 0.4776 0.01 0.31 0.41
C 1.4665 -0.7097 -0.5616 0.29 -0.54 -1.10
C 1.4140 0.6719 -0.3797 0.41 0.31 0.18
C -1.1212 0.5172 -0.0408 -1.03 0.15 -0.25
N -1.8780 -0.6279 -0.2874 0.00 -0.12 -0.04
N 0.3011 0.2213 0.3415 0.18 -0.19 0.48
H 0.2969 -2.0092 0.9301 -0.04 -0.23 0.37
H 3.8013 1.6046 1.2693 -0.06 -0.02 -0.04
H 1.5319 1.5507 -0.9755 0.11 0.40 0.03
H -1.5170 1.0661 0.8239 0.20 -0.04 -0.16
H -1.1098 1.1782 -0.9125 0.13 -0.07 0.16
H -2.1545 -1.2098 0.4849 -0.14 0.06 -0.02
H -1.7723 -1.0987 -1.1698 -0.06 0.00 -0.03
```
Positions in Å, forces in eV/Å.

How is the electron density shared among the atoms? According to Löwdin, the charges in e are: 0.093, 0.166, 0.039, -0.198, 0.066, -0.017, 0.134, 0.078, 0.132, 0.153, 0.145, 0.103, 0.106

The molecule C4H8N2O. Source: the OMol25 dataset; level of theory: ωB97M-V/def2-TZVPD.

Values from the calculation:
2S+1 = 1
F_max = 3.076 eV Å⁻¹
highest occupied orbital energy = -8.73 eV

```
15
Properties=species:S:1:pos:R:3:forces:R:3
C 0.9639 0.8081 0.6892 -1.86 2.26 0.10
C 0.8268 0.9877 -0.8165 0.20 -1.55 -2.04
C -0.1787 -0.2270 -1.3354 -0.93 1.63 1.08
C -0.7506 -0.7075 0.0472 1.60 0.03 -0.74
H -1.1461 -0.9241 2.0357 -1.14 -2.21 0.13
H 0.9392 1.7591 1.2674 0.57 -0.35 -0.63
H 1.8521 0.2807 0.9674 0.22 -1.07 0.36
H 1.8104 0.9700 -1.3533 -0.76 -0.43 0.55
H 0.3935 1.8924 -1.1796 -0.48 0.85 0.48
H 0.4075 -0.9660 -1.8724 -0.33 -0.29 0.05
H -1.0854 0.1588 -1.9747 2.00 -0.66 1.06
H -1.6744 -2.4135 -0.2117 0.84 1.11 1.34
N -0.3626 0.2679 0.9503 -0.41 -1.24 0.11
N -1.2975 -1.7606 0.5414 -1.14 -0.57 -2.55
O -0.6980 -0.1260 2.2450 1.65 2.50 0.72
```
Positions in Å, forces in eV/Å.

How is the electron density shared among the atoms? According to Löwdin, the charges in e are: -0.147, -0.142, -0.048, -0.385, 0.010, 0.132, 0.111, 0.111, 0.083, 0.087, 0.137, 0.095, -0.155, 0.102, 0.007

- Which value of F_max does entry 2 give?
  3.076 eV Å⁻¹